Entry 1:
{
  "formula": "C2H4BrI",
  "method": "ωB97M-V/def2-TZVPD",
  "species": ["C", "C", "Br", "I", "H", "H", "H", "H"],
  "positions_angstrom": [[-0.218720, 0.111812, -0.596461], [0.075934, -1.228583, 1.573518], [0.231840, -2.921155, 0.887947], [-1.397280, -0.834697, 2.962960], [-0.784377, -0.541570, -1.327533], [-0.825705, 0.751837, 0.069842], [0.858565, 0.237412, -0.856267], [0.991607, -0.543674, 1.533264]],
  "forces_ev_per_angstrom": [[-0.497, -1.147, -0.099], [1.212, 2.398, -1.180], [0.232, -0.805, -0.074], [0.180, 0.062, -0.113], [0.672, 0.813, 1.155], [0.812, -0.128, -0.775], [-1.130, 0.251, 0.588], [-1.480, -1.444, 0.497]],
  "nbo_charge": [-0.527, -0.629, 0.129, 0.220, 0.188, 0.196, 0.189, 0.233],
  "gap_ev": [8.100, 8.323],
  "multiplicity": 1,
  "de_lowest_kj_mol": 394.2
}

---

Entry 2:
{
  "formula": "C16H31HgNP2S",
  "method": "ωB97M-V/def2-TZVPD",
  "species": ["P", "P", "C", "C", "H", "H", "H", "H", "C", "H", "H", "H", "C", "H", "H", "H", "C", "H", "H", "H", "C", "H", "H", "H", "Hg", "C", "C", "C", "C", "C", "C", "C", "C", "C", "H", "H", "H", "H", "H", "H", "H", "H", "H", "H", "H", "H", "H", "H", "H", "S", "C", "N"],
  "positions_angstrom": [[-3.627607, 4.755608, -0.913532], [-2.323924, 2.843430, -4.310069], [-3.111014, 5.036846, -2.626361], [-3.583630, 3.970239, -3.646940], [-2.010338, 5.167515, -2.642296], [-3.551925, 6.015131, -2.900840], [-4.422663, 3.351769, -3.286440], [-3.954550, 4.511751, -4.530704], [-1.373605, 3.791917, -5.518393], [-0.492848, 3.231636, -5.861792], [-1.035147, 4.750388, -5.097763], [-2.015159, 4.001687, -6.385500], [-3.178376, 1.525324, -5.160783], [-3.475783, 1.890052, -6.154094], [-4.073251, 1.236444, -4.596440], [-2.523165, 0.652727, -5.277766], [-3.269901, 6.202581, 0.073460], [-3.216721, 5.916237, 1.132593], [-4.075748, 6.933434, -0.076014], [-2.311527, 6.638376, -0.235012], [-5.390046, 4.427785, -0.775965], [-5.755921, 3.783617, -1.586773], [-5.915183, 5.392268, -0.819808], [-5.604857, 3.950832, 0.192412], [-0.369440, -1.050199, 0.016110], [-1.202850, 2.218510, -3.080125], [-0.047356, 3.061259, -2.879330], [0.320790, 3.850749, -1.732225], [-0.107200, 3.361604, -0.293288], [-1.390263, 3.886354, 0.126358], [-2.731987, 3.390918, -0.218026], [-2.971672, 2.078849, -1.041407], [-1.827089, 1.462121, -1.835119], [-1.013801, 0.142808, 1.633762], [-0.830739, 1.366514, -3.703703], [0.589609, 3.206941, -3.767611], [-0.048121, 4.895531, -1.873464], [1.418844, 3.937862, -1.729190], [0.025351, 2.273052, -0.186596], [0.624729, 3.825055, 0.391294], [-1.358317, 4.706510, 0.861245], [-3.307183, 3.278759, 0.724177], [-3.848437, 2.209543, -1.700176], [-3.298335, 1.307947, -0.316222], [-1.006422, 1.196494, -1.166352], [-2.191227, 0.480623, -2.186842], [-1.519042, -0.484855, 2.375633], [-1.694345, 0.908413, 1.253151], [-0.128874, 0.610099, 2.079250], [0.461084, -2.770409, -1.509059], [1.582380, -3.341234, -0.418383], [2.384683, -3.746713, 0.347292]],
  "forces_ev_per_angstrom": [[1.007, -0.582, -0.322], [-0.306, 0.708, 0.898], [-0.172, 0.673, -0.361], [-0.572, 0.488, -0.693], [-0.413, -0.169, 0.351], [0.270, -0.376, -0.030], [0.329, 0.266, -0.144], [-0.164, -0.093, 0.208], [-0.106, 0.115, -0.408], [-0.262, 0.100, 0.238], [-0.091, -0.499, 0.057], [0.037, -0.082, 0.123], [-0.654, 0.044, -0.852], [-0.098, -0.400, 0.150], [0.209, 0.029, -0.125], [-0.041, 0.256, 0.084], [-0.285, 0.627, -0.071], [-0.036, 0.052, -0.325], [0.158, -0.041, 0.102], [-0.264, -0.259, 0.146], [-0.869, 0.747, -0.353], [0.112, 0.175, 0.274], [-0.221, -0.384, 0.017], [0.227, 0.126, -0.286], [0.184, -0.389, 0.405], [1.381, -2.115, 1.113], [0.523, -0.492, -1.531], [0.670, 0.766, 1.232], [1.324, 0.992, -1.047], [-1.100, 0.666, 0.747], [0.382, -0.803, 0.876], [-0.206, 0.011, 0.671], [-0.195, -0.026, -0.955], [0.041, -0.046, -0.218], [-0.222, -0.149, -0.120], [-0.285, -0.303, 0.372], [0.160, 0.132, 0.950], [-0.020, 0.043, -0.114], [0.278, 0.152, -0.120], [-0.074, -0.299, -0.175], [-0.176, -0.690, -0.184], [-0.555, -0.312, 0.062], [0.226, -0.115, 0.189], [0.187, 0.306, -0.290], [-0.007, 0.415, -0.301], [-0.164, 0.274, -0.144], [0.127, 0.089, -0.227], [0.202, -0.011, 0.165], [-0.257, -0.051, -0.150], [-0.688, 0.657, -0.386], [2.417, -1.167, 2.358], [-1.945, 0.946, -1.853]],
  "nbo_charge": [1.618, 1.583, -0.785, -0.754, 0.313, 0.244, 0.239, 0.241, -0.977, 0.272, 0.277, 0.232, -1.001, 0.246, 0.253, 0.261, -0.984, 0.272, 0.234, 0.286, -1.014, 0.247, 0.245, 0.261, 1.058, -0.554, -0.634, -0.399, -0.419, -0.665, -0.547, -0.395, -0.400, -1.080, 0.199, 0.174, 0.123, 0.187, 0.148, 0.208, 0.180, 0.178, 0.173, 0.220, 0.222, 0.194, 0.219, 0.226, 0.236, -0.308, 0.012, -0.365],
  "gap_ev": [4.343, 4.343],
  "multiplicity": 1,
  "de_lowest_kj_mol": 440.2
}

---

Entry 3:
{
  "formula": "C17H22N9RuS",
  "method": "ωB97M-V/def2-TZVPD",
  "species": ["Ru", "C", "N", "C", "C", "N", "N", "C", "N", "N", "H", "H", "H", "H", "H", "H", "H", "H", "H", "H", "H", "S", "C", "N", "N", "C", "C", "C", "C", "C", "C", "N", "N", "C", "C", "C", "C", "C", "C", "H", "H", "H", "H", "H", "H", "H", "H", "H", "H", "H"],
  "positions_angstrom": [[-0.925848, 0.035126, -0.761109], [-1.574028, -4.609830, -0.945389], [-0.304613, -4.083035, -1.470654], [0.652676, -5.020661, -2.077360], [-0.045262, -2.791837, -1.374088], [-0.860696, -1.940830, -0.750941], [1.126878, -2.343448, -1.949586], [1.713454, -1.100045, -1.863488], [2.986883, -1.047267, -2.241724], [1.038254, -0.045553, -1.470469], [-1.673535, -5.644135, -1.254112], [-2.418066, -4.055579, -1.356204], [-1.586735, -4.578645, 0.145956], [0.258040, -6.025935, -1.985035], [1.608511, -4.996295, -1.550784], [0.783810, -4.815854, -3.142257], [-1.597283, -2.420251, -0.247917], [1.673570, -3.049378, -2.419238], [3.526710, -1.870445, -2.460176], [3.479752, -0.169041, -2.284972], [1.614107, 0.786459, -1.420185], [-1.660833, 0.247066, 1.341933], [-1.862044, 2.009825, 1.375279], [-2.272022, 2.502067, 2.478259], [-2.471750, 3.829198, 2.655368], [-1.655657, 4.870621, 2.391245], [-2.173753, 6.169717, 2.670098], [-1.389368, 7.269356, 2.461302], [-0.070641, 7.110210, 2.012873], [0.458253, 5.828194, 1.775155], [-0.313374, 4.714692, 1.954342], [-1.742768, 2.743423, 0.199466], [-1.361758, 2.100877, -0.810740], [-1.524156, 2.748519, -2.051288], [-0.888985, 2.202399, -3.173281], [-1.105937, 2.763686, -4.416815], [-1.946105, 3.865631, -4.540287], [-2.572660, 4.412598, -3.419998], [-2.373925, 3.859538, -2.173854], [-3.265329, 4.001354, 3.266738], [-3.191550, 6.270774, 3.028013], [-1.779270, 8.259622, 2.651745], [0.556330, 7.980421, 1.871233], [1.493498, 5.729882, 1.479566], [0.106668, 3.726295, 1.836079], [-0.182625, 1.391158, -3.066657], [-0.614692, 2.355464, -5.288776], [-2.118176, 4.302303, -5.515195], [-3.230499, 5.263278, -3.531873], [-2.885949, 4.248614, -1.306897]],
  "forces_ev_per_angstrom": [[0.454, -0.091, 0.297], [-0.054, -0.026, 0.039], [0.035, 0.172, 0.017], [0.051, -0.043, -0.015], [0.074, -0.200, -0.064], [-0.135, 0.138, 0.015], [0.005, -0.022, 0.041], [-0.019, 0.097, 0.072], [0.009, -0.028, -0.023], [-0.191, -0.060, -0.138], [0.008, 0.001, -0.008], [0.007, -0.001, -0.004], [0.002, -0.003, -0.011], [-0.008, 0.003, 0.007], [-0.006, 0.003, -0.005], [-0.010, -0.004, 0.007], [0.012, -0.006, 0.002], [-0.016, 0.001, -0.022], [-0.003, -0.001, 0.010], [-0.009, 0.005, -0.006], [-0.014, 0.013, -0.057], [-0.186, -0.151, 0.007], [-0.023, -0.269, -0.043], [0.187, -0.162, 0.193], [-0.088, 0.113, -0.205], [0.055, 0.066, 0.156], [-0.025, 0.006, 0.019], [-0.045, 0.019, 0.016], [0.007, -0.003, -0.002], [0.003, -0.040, 0.000], [0.052, -0.020, -0.047], [0.001, 0.255, -0.198], [-0.113, 0.259, 0.117], [-0.046, 0.044, -0.044], [0.026, 0.087, -0.023], [0.011, 0.023, 0.001], [0.017, -0.026, 0.005], [0.015, -0.008, 0.022], [0.043, -0.030, -0.049], [-0.029, -0.003, -0.060], [0.002, 0.007, -0.002], [-0.007, -0.005, 0.009], [-0.002, 0.004, -0.002], [-0.001, -0.012, -0.002], [0.014, 0.012, -0.006], [-0.036, -0.112, -0.005], [0.002, 0.010, -0.007], [0.001, -0.004, -0.002], [-0.009, -0.006, -0.004], [-0.016, -0.003, 0.001]],
  "lowdin_spin": [2.310, 0.003, 0.043, 0.004, 0.018, 0.085, 0.007, 0.021, 0.018, 0.065, 0.000, 0.001, 0.002, 0.000, 0.002, 0.002, 0.007, 0.000, 0.001, 0.000, 0.002, 0.280, 0.075, 0.091, 0.266, 0.120, 0.122, 0.009, 0.230, 0.023, 0.109, 0.002, 0.014, 0.014, 0.016, 0.002, 0.010, 0.004, 0.002, 0.005, 0.003, -0.003, 0.010, -0.002, 0.003, 0.005, 0.000, 0.000, 0.000, 0.000],
  "gap_ev": [6.469, 6.110],
  "multiplicity": 5,
  "s2": 6.044,
  "total_charge": 3,
  "de_lowest_kj_mol": 52.6
}

---

Result set for F_max: 2.93 3.57 0.55 eV Å⁻¹, one per record in the order listed.